[1]
{"formula": "C6H17NO", "method": "wB97M-V/def2-TZVPD", "orbital_gap_ev": 9.458, "e_tot_ev": -10032.4249, "smiles": "CCNCC(C)C.O", "max_force_ev_per_a": 4.9, "species": ["C", "C", "N", "C", "C", "C", "C", "H", "H", "H", "H", "H", "H", "H", "H", "H", "H", "H", "H", "H", "H", "H", "O", "H", "H"], "xyz": [[-0.6549, -0.7126, 2.5831], [0.4784, -0.4840, 1.5632], [0.6237, 0.8754, 0.9366], [0.8531, 0.8500, -0.5407], [-0.3705, 1.3351, -1.4611], [-1.7768, 1.1197, -0.9500], [-0.1916, 0.3785, -2.7812], [-1.3039, -1.5301, 2.3726], [-1.3058, 0.1355, 2.5792], [-0.1355, -0.8857, 3.4818], [1.4500, -0.7109, 2.1410], [0.5115, -1.3469, 0.9424], [-0.2134, 1.4108, 1.1389], [1.6658, 1.5307, -0.3879], [1.3606, -0.0600, -0.8973], [-0.2516, 2.4536, -1.5839], [-2.4519, 0.6054, -1.7252], [-1.7967, 0.7608, 0.0450], [-2.3302, 2.2647, -0.9765], [-1.0303, 0.6314, -3.4444], [-0.3898, -0.6250, -2.4502], [0.8801, 0.4987, -3.2638], [2.3568, -3.0634, 0.7599], [2.5463, -2.3778, 1.4676], [1.4763, -3.0540, 0.4506]], "atomic_forces_ev_per_a": [[0.65, 0.81, -1.31], [1.68, 0.26, 1.60], [-1.32, -2.87, 0.55], [-0.44, 1.07, 1.26], [2.38, -1.13, -1.08], [-2.52, 3.64, -2.17], [0.98, 2.78, 0.33], [-0.22, -0.91, -0.39], [-0.30, 0.79, 0.60], [-0.21, 0.04, 1.59], [-1.06, 0.78, -0.54], [-0.42, -0.07, -1.67], [0.06, -0.06, 0.00], [0.57, 1.13, -2.10], [-0.74, -0.09, 0.40], [0.25, -1.44, -0.61], [1.11, 0.12, 1.56], [-0.56, -0.70, 0.85], [1.38, -3.16, 0.55], [0.64, 0.03, -0.38], [0.31, -0.52, 0.22], [-2.36, -0.34, 0.82], [2.58, 0.58, 1.53], [-1.01, -1.25, -1.56], [-1.44, 0.48, -0.05]], "mulliken_charge": [-1.235, 0.190, -0.455, -0.999, 0.679, -1.089, -1.519, 0.327, 0.318, 0.396, 0.313, -0.246, 0.308, 0.274, 0.398, 0.311, 0.319, 0.268, 0.215, 0.423, 0.453, 0.302, -0.631, 0.372, 0.308]}

[2]
{"formula": "C6H17NO", "method": "wB97M-V/def2-TZVPD", "orbital_gap_ev": 9.600, "e_tot_ev": -10033.7396, "smiles": "CCN(CC)CC.O", "max_force_ev_per_a": 2.9, "species": ["C", "C", "N", "C", "C", "C", "C", "H", "H", "H", "H", "H", "H", "H", "H", "H", "H", "H", "H", "H", "H", "H", "O", "H", "H"], "xyz": [[0.5351, 2.0852, 0.8494], [1.1744, 0.9855, 0.0570], [0.2476, -0.0624, -0.4537], [-1.0729, 0.4147, -0.8176], [-2.1811, 0.1495, 0.2144], [0.8594, -0.8446, -1.5035], [0.5259, -2.3521, -1.1790], [0.2318, 2.9910, 0.2587], [1.0809, 2.4586, 1.7290], [-0.4039, 1.8205, 1.3206], [1.9164, 1.4808, -0.5625], [1.7560, 0.3529, 0.7317], [-1.4215, -0.0975, -1.7656], [-1.2472, 1.4806, -1.1150], [-2.4493, -0.9084, 0.4029], [-3.1638, 0.4280, -0.1874], [-1.8720, 0.5953, 1.1347], [1.9462, -0.8273, -1.5297], [0.4791, -0.5441, -2.4796], [-0.5465, -2.5433, -1.3195], [1.0277, -2.6957, -0.2731], [0.8719, -3.0372, -1.9631], [0.5780, -0.7234, 3.0006], [0.2927, 0.0976, 3.3806], [0.8348, -0.7040, 2.0694]], "atomic_forces_ev_per_a": [[-1.41, 1.75, 0.67], [0.23, -1.06, 1.52], [0.34, 2.34, -0.39], [-2.38, -0.54, -1.61], [-0.40, -1.41, -0.73], [-0.33, -2.53, 0.48], [0.00, 0.20, -2.08], [0.59, -0.81, 0.22], [0.55, -0.20, -0.60], [-0.22, -0.51, -0.04], [-0.15, -0.38, -1.15], [0.64, 0.54, 0.19], [0.59, 0.22, 0.87], [1.10, -0.39, 0.37], [1.09, 0.10, 0.03], [0.31, 1.04, 0.27], [-0.57, 0.35, 0.71], [0.11, 0.68, 0.25], [0.12, -0.11, -0.21], [0.02, 0.24, 1.16], [-0.69, 0.25, 0.23], [0.61, 0.29, -0.16], [0.34, -1.50, 0.23], [0.00, 0.72, -0.55], [-0.49, 0.72, 0.31]], "mulliken_charge": [-1.192, -0.538, 0.630, -0.781, -1.085, -0.832, -1.082, 0.317, 0.369, 0.176, 0.297, 0.471, 0.331, 0.300, 0.283, 0.411, 0.197, 0.400, 0.437, 0.263, 0.252, 0.426, -0.654, 0.321, 0.284]}

[3]
{"formula": "C6H17NS2", "method": "wB97M-V/def2-TZVPD", "orbital_gap_ev": 9.564, "e_tot_ev": -29658.1580, "smiles": "CCN(C)C.CSSC", "max_force_ev_per_a": 0.7, "species": ["C", "C", "N", "C", "C", "H", "H", "H", "H", "H", "H", "H", "H", "H", "H", "H", "C", "S", "S", "C", "H", "H", "H", "H", "H", "H"], "xyz": [[-1.7605, -0.6255, -1.0460], [-1.5970, 0.6684, -0.2587], [-0.6055, 0.5689, 0.8119], [-0.3810, 1.8863, 1.3905], [-1.0462, -0.3464, 1.8577], [-0.7748, -0.9765, -1.3951], [-2.4002, -0.4417, -1.9256], [-2.2212, -1.4205, -0.4358], [-1.2477, 1.4630, -0.9457], [-2.5761, 0.9838, 0.1505], [-1.2986, 2.3069, 1.8351], [0.3898, 1.8146, 2.1763], [-0.0219, 2.5749, 0.6073], [-2.0163, -0.0426, 2.2858], [-1.1440, -1.3687, 1.4552], [-0.2935, -0.3562, 2.6639], [1.8970, -2.1115, 0.2194], [3.2011, -1.5622, -0.9029], [2.1328, -0.8282, -2.4761], [1.7770, 0.8593, -1.9401], [2.3865, -2.5658, 1.0973], [1.2504, -2.8692, -0.2543], [1.2654, -1.2748, 0.5625], [1.1542, 0.8830, -1.0301], [2.7042, 1.4247, -1.7467], [1.2260, 1.3559, -2.7565]], "atomic_forces_ev_per_a": [[0.06, -0.14, -0.10], [0.16, 0.12, -0.26], [-0.24, 0.08, 0.13], [0.44, 0.07, -0.06], [0.31, -0.31, -0.05], [-0.36, 0.07, 0.08], [0.21, -0.16, 0.35], [0.13, 0.29, -0.32], [-0.22, -0.29, 0.29], [0.10, 0.06, -0.06], [0.05, 0.02, -0.01], [-0.29, 0.08, -0.29], [-0.12, -0.21, 0.32], [0.03, -0.03, 0.02], [0.06, 0.41, 0.24], [-0.31, -0.07, -0.28], [-0.56, -0.19, 0.41], [-0.07, -0.03, 0.01], [0.01, 0.07, 0.05], [-0.08, 0.68, 0.26], [-0.10, 0.17, -0.35], [0.36, 0.29, 0.12], [0.34, -0.22, -0.21], [0.21, -0.19, -0.35], [-0.33, -0.32, -0.16], [0.20, -0.24, 0.23]], "mulliken_charge": [-1.019, -0.627, 0.229, -1.147, -1.195, 0.142, 0.389, 0.303, 0.365, 0.432, 0.377, 0.368, 0.284, 0.397, 0.333, 0.344, -0.451, -0.113, -0.129, -0.385, 0.362, 0.262, -0.078, -0.120, 0.399, 0.276]}

[4]
{"formula": "C6H18AsClKO5SSi", "method": "wB97M-V/def2-TZVPD", "orbital_gap_ev": 8.375, "total_charge": -1, "e_tot_ev": -125149.4047, "max_force_ev_per_a": 0.3, "species": ["K", "C", "Si", "C", "C", "O", "H", "H", "H", "H", "H", "H", "H", "H", "H", "C", "As", "C", "C", "S", "H", "H", "H", "H", "H", "H", "H", "H", "H", "O", "Cl", "O", "O", "O"], "xyz": [[2.5601, 0.7129, 0.4569], [0.9280, -3.3718, 0.1720], [-0.3181, -1.9736, 0.4290], [-1.0141, -2.2053, 2.1766], [-1.7718, -2.3515, -0.7355], [0.2908, -0.5263, 0.1875], [0.4945, -4.3596, 0.3540], [1.7803, -3.2508, 0.8467], [1.3166, -3.3585, -0.8502], [-1.4449, -3.2013, 2.3174], [-1.7974, -1.4702, 2.3852], [-0.2290, -2.0705, 2.9257], [-2.2060, -3.3377, -0.5457], [-1.4515, -2.3232, -1.7813], [-2.5671, -1.6090, -0.6124], [-1.0008, 0.9948, -2.1505], [-1.0538, 2.3796, -0.8193], [-1.8462, 1.6393, 0.7675], [-2.3792, 3.6278, -1.4807], [0.7660, 3.3589, -0.5009], [-2.0104, 0.6294, -2.3412], [-0.3823, 0.2025, -1.7243], [-0.5685, 1.4137, -3.0575], [-2.8337, 1.2370, 0.5389], [-1.9170, 2.4326, 1.5095], [-1.1734, 0.8401, 1.0819], [-3.3264, 3.1141, -1.6480], [-2.0176, 4.0588, -2.4121], [-2.5091, 4.4215, -0.7477], [6.9685, 0.9574, 1.2821], [5.5571, 0.8710, 1.0560], [5.0248, -0.3652, 1.5991], [4.8669, 1.9797, 1.6879], [5.2648, 0.9032, -0.3665]], "atomic_forces_ev_per_a": [[-0.29, -0.02, -0.05], [0.02, 0.00, 0.00], [-0.02, -0.02, -0.01], [-0.01, 0.00, 0.01], [-0.01, 0.00, -0.01], [0.20, 0.07, 0.04], [-0.01, 0.00, 0.00], [0.00, -0.01, 0.00], [0.00, 0.00, 0.00], [0.00, 0.00, 0.00], [0.00, 0.00, 0.00], [0.00, 0.00, 0.00], [0.00, 0.00, 0.00], [0.00, 0.00, 0.00], [0.00, 0.00, 0.00], [-0.04, 0.02, 0.02], [0.06, 0.01, 0.00], [0.00, 0.00, -0.04], [-0.02, -0.02, 0.01], [-0.01, -0.02, 0.00], [0.00, -0.01, 0.00], [0.00, 0.01, 0.00], [0.01, -0.01, 0.00], [0.00, 0.01, 0.00], [0.00, -0.01, 0.01], [0.01, 0.01, 0.01], [0.00, 0.01, -0.01], [0.01, 0.00, 0.00], [0.01, 0.00, 0.00], [-0.05, 0.00, -0.01], [0.09, -0.01, 0.04], [0.00, 0.01, 0.00], [0.02, -0.01, -0.01], [0.03, 0.00, 0.00]], "mulliken_charge": [0.920, -1.103, 0.402, -1.081, -1.086, -0.793, 0.302, 0.306, 0.259, 0.328, 0.283, 0.287, 0.377, 0.281, 0.262, -0.771, 0.617, -0.760, -1.099, -0.584, 0.365, 0.017, 0.396, 0.361, 0.416, -0.015, 0.361, 0.339, 0.339, -0.649, 1.561, -0.601, -0.607, -0.631]}

[5]
{"formula": "C6H18BN2O4P2", "method": "wB97M-V/def2-TZVPD", "orbital_gap_ev": 8.946, "total_charge": 1, "e_tot_ev": -36933.9021, "smiles": "CCB(O)[C@@H]1CC[C@@H]([PH2]=N)[N@H+]1P(=O)(O)O", "max_force_ev_per_a": 0.9, "species": ["C", "C", "B", "O", "C", "C", "C", "C", "P", "N", "N", "P", "O", "O", "O", "H", "H", "H", "H", "H", "H", "H", "H", "H", "H", "H", "H", "H", "H", "H", "H", "H", "H"], "xyz": [[0.8414, 3.4278, 0.5335], [1.4148, 2.2756, -0.3260], [1.6533, 1.0298, 0.5981], [2.8385, 0.8138, 1.2327], [0.4074, 0.0848, 1.0049], [0.6904, -1.3131, 1.6002], [0.2266, -2.3287, 0.5274], [0.1764, -1.4719, -0.7299], [-0.4033, -2.1178, -2.3936], [-1.5967, -1.5388, -3.1784], [-0.4875, -0.2161, -0.2022], [-2.2644, -0.4157, 0.2014], [-2.7622, -1.5906, -0.4766], [-2.2459, -0.4444, 1.7672], [-2.8551, 1.0064, -0.1171], [0.8190, 4.3563, -0.0337], [1.4606, 3.6036, 1.4134], [-0.1760, 3.2205, 0.8712], [2.3602, 2.5884, -0.7701], [0.7210, 2.0847, -1.1553], [3.5004, 0.2088, 0.8969], [-0.1652, 0.6920, 1.7108], [0.1472, -1.4628, 2.5299], [1.7500, -1.4155, 1.8245], [0.9152, -3.1622, 0.4068], [-0.7526, -2.7526, 0.7511], [1.2171, -1.1779, -0.9050], [-0.3925, -3.5017, -2.1324], [0.8226, -1.9643, -3.0604], [-2.2967, -0.9763, -2.7239], [-0.3824, 0.5298, -0.8934], [-2.7841, 0.2265, 2.2088], [-2.5272, 1.5468, -0.8429]], "atomic_forces_ev_per_a": [[0.09, 0.03, 0.00], [-0.04, -0.10, 0.06], [-0.02, -0.12, -0.08], [-0.21, 0.08, -0.15], [0.03, 0.03, 0.25], [-0.14, -0.09, -0.05], [0.05, -0.05, -0.02], [0.10, -0.21, 0.11], [-0.29, -0.17, -0.08], [0.53, 0.66, 0.08], [0.05, 0.03, 0.21], [0.13, -0.02, -0.15], [0.03, 0.02, 0.04], [-0.09, -0.03, -0.09], [0.26, 0.06, 0.27], [-0.03, -0.01, -0.03], [-0.02, 0.00, 0.02], [0.00, -0.02, 0.04], [-0.02, 0.02, -0.05], [0.07, 0.08, -0.09], [0.18, -0.03, 0.15], [-0.05, 0.01, -0.04], [0.02, 0.02, 0.01], [0.02, 0.02, -0.05], [0.04, 0.03, 0.00], [-0.03, 0.03, 0.01], [-0.08, 0.25, -0.18], [0.00, -0.02, 0.14], [-0.04, -0.12, -0.10], [-0.28, -0.40, -0.08], [-0.05, 0.03, 0.02], [-0.01, 0.03, 0.08], [-0.20, -0.04, -0.26]], "mulliken_charge": [-1.209, -0.237, 0.222, -0.562, -0.386, -0.687, -0.844, -0.204, 0.323, -0.665, 0.040, 0.923, -0.608, -0.454, -0.558, 0.385, 0.343, 0.262, 0.379, 0.277, 0.352, 0.302, 0.318, 0.324, 0.527, 0.338, 0.414, 0.103, 0.106, 0.307, 0.447, 0.363, 0.358]}

[6]
{"formula": "C6H18Br6N8O4", "method": "wB97M-V/def2-TZVPD", "orbital_gap_ev": 9.700, "e_tot_ev": -446883.3373, "max_force_ev_per_a": 3.3, "species": ["C", "O", "N", "N", "H", "H", "H", "H", "C", "O", "N", "N", "H", "H", "H", "H", "C", "O", "N", "N", "H", "H", "H", "H", "C", "O", "N", "N", "H", "H", "H", "H", "C", "Br", "Br", "Br", "H", "C", "Br", "Br", "Br", "H"], "xyz": [[2.1389, 3.7397, -1.5551], [3.1406, 3.1616, -1.1189], [1.5700, 4.9163, -1.0116], [1.3319, 3.3061, -2.5534], [2.2394, 5.4314, -0.4453], [0.8861, 5.4865, -1.4402], [0.3570, 3.5701, -2.6128], [1.3537, 2.3393, -2.7725], [3.1906, -0.3099, -0.5844], [2.9767, -1.5523, -0.5867], [4.3026, 0.2442, -1.1749], [2.3324, 0.5766, 0.0304], [4.5507, 1.1982, -0.9706], [5.0625, -0.2593, -1.5943], [1.7477, 0.1058, 0.7725], [2.6888, 1.5102, 0.1764], [-0.3516, -2.0133, 0.0983], [-1.5672, -1.9927, 0.4291], [0.5853, -2.6682, 0.8838], [0.0858, -1.4021, -1.0148], [1.5873, -2.2647, 0.7594], [0.2029, -3.0706, 1.7476], [1.0432, -1.5620, -1.1958], [-0.5513, -0.8044, -1.5270], [-3.6545, 0.7806, -0.9356], [-4.3006, 1.8029, -0.9955], [-3.6334, 0.0202, 0.1785], [-2.9235, 0.2686, -1.9603], [-4.2274, 0.3618, 0.8956], [-2.8872, -0.6451, 0.2707], [-3.0467, 0.7681, -2.8580], [-2.9380, -0.7200, -2.0536], [-1.4341, 1.7826, 1.6199], [-2.9200, 2.4138, 2.5931], [-0.4643, 0.5160, 2.6947], [-0.2188, 3.2746, 1.0003], [-1.7790, 1.2942, 0.7521], [-1.4197, -5.9318, 3.2092], [-0.8351, -6.0055, 5.1138], [0.0007, -6.6968, 2.0382], [-2.0208, -4.2758, 2.5933], [-2.2014, -6.6949, 3.1043]], "atomic_forces_ev_per_a": [[-1.18, 0.86, 1.05], [-1.18, 1.16, -0.63], [2.89, -0.84, 1.35], [-0.59, -0.89, -0.97], [-0.38, -0.12, -0.09], [-0.52, 0.12, -0.81], [0.33, 0.69, 0.39], [0.77, -0.89, -0.16], [0.67, -1.33, 0.24], [0.10, 1.86, -0.12], [-0.37, 0.51, 0.31], [-0.17, -1.56, 0.69], [-0.42, 0.17, -0.07], [-0.47, -0.74, 0.11], [0.88, 1.19, -1.24], [-0.34, 0.09, 0.13], [-1.80, -0.42, 1.54], [1.13, 0.01, -0.41], [1.27, 1.53, -1.02], [-0.76, -0.25, 0.49], [-2.09, -1.47, 0.54], [0.65, 0.52, -0.66], [1.13, 0.37, -0.83], [0.40, -0.25, 0.13], [-1.07, -0.01, 0.79], [-0.14, 0.97, -0.46], [0.14, -0.03, -0.65], [0.93, 0.88, -2.19], [-0.08, -0.08, 0.75], [0.13, -0.79, 0.62], [0.01, -0.50, 1.05], [0.04, -0.78, 0.01], [1.38, 1.12, 0.64], [-0.39, 0.41, 0.14], [0.20, -0.03, -0.17], [-0.83, -1.03, 0.33], [-0.22, -0.41, -0.84], [0.60, -1.90, 0.32], [-0.34, 0.24, -1.07], [-0.43, 0.50, 0.53], [-0.08, 0.52, -0.04], [0.21, 0.60, 0.28]], "mulliken_charge": [0.565, -0.656, -0.418, -0.456, 0.234, 0.176, 0.256, 0.247, 0.494, -0.803, -0.349, -0.059, 0.155, 0.242, 0.035, 0.257, 0.455, -0.685, -0.258, -0.196, 0.279, 0.072, 0.216, 0.183, 0.476, -0.655, -0.349, -0.366, 0.205, 0.290, 0.226, 0.266, 0.622, -0.035, -0.066, -0.043, -0.524, -0.352, -0.036, -0.053, 0.056, 0.351]}